[1]
{"formula": "C25H32BrInN2O2S4Si", "method": "ωB97M-V/def2-TZVPD", "lumo_ha": 0.1481, "total_charge": -2, "relative_energy_kj_mol": 295.1, "symbols": ["In", "C", "C", "N", "C", "C", "S", "C", "C", "N", "H", "H", "H", "H", "H", "H", "H", "H", "H", "H", "H", "H", "H", "H", "S", "C", "S", "S", "Br", "C", "C", "C", "C", "C", "C", "C", "O", "O", "H", "H", "H", "H", "C", "Si", "C", "C", "H", "H", "H", "H", "H", "H", "H", "H", "H", "C", "C", "C", "C", "C", "C", "C", "C", "H", "H", "H", "H", "H"], "xyz": [[-0.3696, -0.1516, 0.4350], [-0.5268, -0.5674, -3.0280], [0.9263, -0.1142, -3.2161], [1.4089, 0.4111, -1.9630], [2.2521, 1.5696, -2.0250], [1.4177, 2.8310, -2.2923], [0.0797, 3.0320, -1.0601], [-1.4734, 2.8461, -2.0139], [-1.5548, 1.6644, -2.9819], [-1.2737, 0.4295, -2.3025], [-0.9689, -0.8078, -4.0122], [-0.5293, -1.4611, -2.4047], [1.5198, -0.9655, -3.5844], [0.9752, 0.6685, -3.9825], [1.7744, -0.3397, -1.3875], [2.7489, 1.6804, -1.0585], [3.0428, 1.5087, -2.8046], [2.0423, 3.7207, -2.2137], [0.9561, 2.8126, -3.2770], [-2.2168, 2.7140, -1.2269], [-1.6530, 3.7862, -2.5444], [-2.5647, 1.6870, -3.4426], [-0.8382, 1.8095, -3.7977], [-2.1089, 0.0066, -1.8968], [-0.9602, -0.3897, 5.8670], [-0.7073, 0.1674, 4.3433], [-1.7436, 0.8869, 3.2973], [1.1063, -0.0153, 3.7734], [4.9200, -3.1938, 1.7825], [3.1886, -3.2496, 2.5655], [3.1154, -3.4879, 3.9265], [1.8733, -3.5680, 4.5272], [0.7242, -3.3652, 3.7797], [0.8192, -3.0956, 2.4257], [2.0586, -3.0400, 1.7965], [2.1306, -2.7842, 0.2866], [2.8873, -3.4954, -0.3718], [1.3998, -1.8592, -0.1450], [4.0198, -3.6113, 4.5056], [1.8067, -3.7610, 5.5886], [-0.2404, -3.4038, 4.2635], [-0.0701, -2.9052, 1.8345], [-2.2084, -3.8884, -0.6482], [-2.8052, -2.0637, -0.3467], [-3.9252, -2.2881, 1.2231], [-4.2125, -1.9821, -1.7195], [-3.0233, -4.6152, -0.6910], [-1.5243, -4.1978, 0.1421], [-1.6630, -3.9514, -1.5902], [-4.6625, -3.0903, 1.1447], [-4.4679, -1.3667, 1.4275], [-3.3115, -2.4882, 2.1002], [-4.9522, -2.7740, -1.6046], [-3.7940, -2.0729, -2.7219], [-4.7477, -1.0324, -1.6844], [1.4549, 1.6134, 3.7423], [1.6706, 2.8055, 3.8242], [1.8663, 4.1927, 3.8405], [0.9027, 5.0447, 3.2826], [1.0732, 6.4106, 3.3349], [2.1928, 6.9649, 3.9461], [3.1658, 6.1257, 4.4744], [3.0079, 4.7578, 4.4232], [0.0412, 4.6051, 2.8043], [0.3250, 7.0523, 2.8857], [2.3080, 8.0421, 3.9954], [4.0571, 6.5478, 4.9289], [3.7675, 4.1024, 4.8243]], "forces_ev_per_angstrom": [[-0.0713, 0.0226, 0.0433], [0.1707, 0.0940, -0.2210], [-0.2892, -0.0810, 0.0113], [0.6656, -0.3182, -0.1241], [-0.1607, 0.1316, -0.0965], [-0.2402, 0.0838, 0.4309], [-0.0149, 0.1042, -0.1788], [0.4807, 0.1547, -0.1352], [-0.0229, 0.2523, 0.1543], [-0.6815, -0.1738, -0.1159], [0.0324, -0.1268, 0.0612], [-0.0354, -0.2060, -0.0322], [-0.0367, 0.1020, -0.0063], [0.0416, -0.0307, 0.0265], [0.1244, -0.0611, 0.0992], [0.0080, -0.0027, -0.0287], [-0.1012, 0.0257, 0.1621], [0.0710, 0.0186, -0.1705], [0.0963, 0.0201, -0.1347], [-0.0865, 0.1130, -0.0124], [-0.2230, -0.0804, 0.0382], [0.2494, -0.0215, 0.0362], [-0.0956, -0.0187, 0.0599], [0.1460, 0.0157, 0.0343], [-0.0099, -0.4683, 0.5806], [0.3087, 0.1299, -0.0347], [-0.3587, 0.2345, -0.2821], [-0.1815, -0.0498, 0.1283], [0.2639, 0.0546, 0.1670], [0.0991, 0.0012, -0.0456], [0.0146, -0.0771, 0.0498], [-0.0028, 0.0534, 0.1168], [-0.1414, -0.1313, -0.0008], [0.0229, 0.0559, 0.0673], [-0.0252, -0.0163, -0.4672], [0.2888, -0.3515, 0.1707], [0.1155, -0.2817, -0.1530], [-0.5789, 0.5622, -0.2444], [0.0355, -0.0127, -0.0113], [-0.0382, 0.0326, 0.0752], [-0.1070, 0.0555, 0.0113], [0.0021, -0.0282, 0.0048], [-0.0239, 0.3865, 0.0453], [-0.5237, -0.5814, 0.0155], [0.2954, 0.1341, -0.2442], [0.3886, 0.2251, 0.1920], [-0.2010, -0.0211, 0.0423], [0.1233, -0.0694, 0.0576], [0.1341, -0.0277, -0.0967], [-0.0433, -0.1771, -0.1755], [-0.0632, 0.1842, 0.0777], [0.0914, 0.0083, 0.1688], [-0.1079, -0.2426, 0.1239], [0.1212, -0.0090, -0.1896], [-0.0817, 0.1676, 0.0265], [0.1479, 0.6157, 0.1331], [-0.0948, -1.3515, -0.2592], [0.0814, 0.7534, 0.0529], [0.1679, -0.1997, 0.0522], [-0.0124, 0.3035, 0.0315], [-0.0075, 0.0723, -0.0753], [0.0757, 0.3744, 0.0198], [-0.0580, -0.1941, -0.0860], [-0.0973, -0.0498, -0.0251], [-0.0089, 0.0448, 0.0368], [0.0264, -0.0441, -0.0146], [-0.0648, -0.0220, -0.0103], [0.0008, -0.0606, 0.0665]]}


[2]
{"formula": "C25H32ClNOPSbZr", "method": "ωB97M-V/def2-TZVPD", "lumo_ha": -0.2444, "total_charge": 2, "relative_energy_kj_mol": 79.0, "symbols": ["Zr", "C", "C", "C", "C", "C", "C", "P", "C", "C", "C", "C", "C", "C", "C", "C", "C", "C", "C", "C", "H", "H", "H", "H", "H", "H", "H", "H", "H", "H", "H", "H", "H", "H", "Cl", "C", "N", "C", "C", "C", "O", "H", "H", "H", "H", "H", "H", "H", "H", "H", "C", "Sb", "C", "C", "H", "H", "H", "H", "H", "H", "H", "H", "H"], "xyz": [[0.4340, 0.7793, -0.5442], [-3.9980, -3.3802, 3.7013], [-3.0733, -3.9317, 2.8242], [-2.2904, -3.1109, 2.0237], [-2.4440, -1.7312, 2.1062], [-3.3923, -1.1774, 2.9681], [-4.1581, -2.0027, 3.7765], [-1.4457, -0.5500, 1.1861], [-0.5382, -1.5221, -0.0981], [-1.0490, -1.5574, -1.4106], [-0.4340, -2.3350, -2.3847], [0.6997, -3.0740, -2.0660], [1.2267, -3.0315, -0.7833], [0.6219, -2.2473, 0.1943], [-0.0246, -0.1094, 2.2247], [0.0554, -0.3277, 3.5879], [1.1903, 0.1000, 4.2794], [2.2262, 0.7311, 3.6082], [2.1390, 0.9583, 2.2380], [1.0126, 0.5482, 1.5304], [-4.6001, -4.0266, 4.3264], [-2.9586, -5.0060, 2.7637], [-1.5702, -3.5579, 1.3499], [-3.5344, -0.1035, 3.0202], [-4.8836, -1.5713, 4.4534], [-1.9812, -1.0525, -1.6441], [-0.8607, -2.3857, -3.3783], [1.1615, -3.6973, -2.8212], [2.0983, -3.6231, -0.5328], [1.0117, -2.2335, 1.2032], [-0.7438, -0.8337, 4.1174], [1.2621, -0.0703, 5.3461], [3.1026, 1.0549, 4.1549], [2.9492, 1.4731, 1.7370], [1.5570, 2.7845, -1.0690], [4.3373, 0.6703, -4.2741], [3.6533, 0.2486, -3.0337], [4.5403, -0.2112, -1.9493], [2.3644, 0.3185, -2.9042], [1.5133, 0.8151, -4.0204], [1.8239, -0.0664, -1.7856], [5.3552, 0.2973, -4.2291], [4.3581, 1.7566, -4.3373], [3.8466, 0.2450, -5.1450], [4.9794, -1.1633, -2.2419], [3.9925, -0.3207, -1.0235], [5.3269, 0.5299, -1.8269], [1.5709, 0.1188, -4.8597], [1.8454, 1.7928, -4.3669], [0.4718, 0.8869, -3.7208], [-3.4454, 3.0279, 1.1546], [-1.4168, 2.9535, 0.5372], [-1.2145, 4.9477, -0.1377], [-1.8757, 2.0851, -1.4260], [-4.0677, 3.0623, 0.2631], [-3.5791, 3.9421, 1.7308], [-3.7128, 2.1682, 1.7638], [-2.1941, 5.2978, -0.4590], [-0.5145, 4.9881, -0.9680], [-0.8479, 5.5754, 0.6715], [-2.1069, 2.9033, -2.1049], [-2.7034, 1.3885, -1.3282], [-1.0685, 1.5624, -1.9677]], "forces_ev_per_angstrom": [[-0.0887, 0.5271, 0.9159], [0.0050, 0.0029, 0.0107], [0.0093, 0.0302, -0.0155], [0.0216, -0.1030, 0.0540], [-0.3002, 0.1292, -0.0219], [-0.0657, -0.0311, 0.0698], [0.0323, -0.0190, -0.0381], [0.3546, -0.0211, -0.2378], [-0.1560, -0.4117, 0.0481], [-0.1040, -0.1073, 0.0229], [0.0052, 0.0342, 0.0148], [-0.0284, -0.0008, -0.0852], [-0.0266, 0.0610, 0.0982], [0.0383, -0.2702, -0.1077], [0.1388, -0.0949, 0.1365], [0.1026, -0.0147, 0.1611], [-0.0675, -0.0328, -0.0468], [-0.0023, -0.0041, 0.0457], [-0.0318, -0.0023, -0.0035], [0.1031, -0.0238, -0.0478], [0.0092, 0.0045, -0.0209], [0.0004, 0.0207, -0.0040], [0.0013, 0.0386, -0.0077], [0.0346, -0.0048, -0.0270], [0.0091, -0.0180, -0.0119], [-0.0057, 0.0736, 0.0213], [0.0210, -0.0068, 0.0011], [0.0055, -0.0032, 0.0177], [-0.0182, 0.0158, -0.0073], [0.0826, 0.0203, 0.0031], [0.0039, 0.0161, -0.0247], [-0.0036, 0.0048, -0.0268], [-0.0152, -0.0036, -0.0180], [0.0150, 0.0173, -0.0342], [0.1365, 0.2439, -0.1682], [-0.1249, -0.1286, 0.2139], [0.4227, 0.0262, -0.0920], [-0.1095, 0.1101, -0.2014], [0.0339, -0.1830, 0.6145], [-0.0495, -0.0632, -0.1786], [-0.1389, 0.0187, -0.5326], [0.0109, 0.0041, -0.0418], [-0.0074, 0.0212, -0.0371], [-0.0006, 0.0395, -0.0292], [0.0362, -0.0111, 0.0288], [-0.0723, -0.0135, 0.0227], [0.0313, -0.0180, 0.0249], [-0.0013, 0.0413, -0.0433], [0.0510, 0.0032, 0.0003], [-0.0163, -0.0327, 0.0867], [-0.0129, -0.0518, 0.0660], [0.0526, -0.0013, -0.0850], [-0.0545, 0.1082, -0.0417], [0.1355, -0.0437, 0.0128], [-0.0653, 0.0369, 0.0325], [-0.0313, -0.0328, 0.0063], [-0.0001, 0.0036, -0.0177], [0.0221, 0.0543, -0.0093], [0.0305, 0.0050, 0.0066], [-0.0101, 0.0079, -0.0034], [-0.1041, 0.0146, -0.0052], [-0.1018, 0.0548, -0.0588], [-0.1421, -0.0368, -0.4043]]}


[3]
{"formula": "C25H32CoN5O5S2SeSi", "method": "ωB97M-V/def2-TZVPD", "s2": 0.785, "lumo_ha": [0.0790, 0.0790], "spin_multiplicity": 2, "total_charge": -1, "relative_energy_kj_mol": 21.8, "symbols": ["Co", "C", "Si", "C", "C", "Se", "H", "H", "H", "H", "H", "H", "H", "H", "H", "C", "S", "C", "O", "H", "H", "H", "H", "H", "H", "C", "C", "C", "C", "C", "C", "C", "C", "N", "H", "H", "H", "H", "H", "H", "C", "N", "C", "C", "C", "N", "C", "O", "N", "H", "H", "H", "H", "H", "H", "H", "O", "S", "O", "N", "C", "O", "C", "C", "C", "C", "C", "C", "H", "H", "H", "H"], "xyz": [[0.1084, -0.1129, 0.3738], [-1.8748, -2.3530, -3.5807], [-2.2614, -0.6156, -2.9572], [-3.8936, -0.1004, -3.7529], [-0.9328, 0.5127, -3.6433], [-2.4418, -0.5787, -0.7345], [-1.8176, -2.3711, -4.6739], [-2.6479, -3.0598, -3.2676], [-0.9168, -2.6925, -3.1776], [-3.9218, -0.3695, -4.8136], [-4.0276, 0.9811, -3.6709], [-4.7362, -0.5792, -3.2497], [-1.0178, 0.5795, -4.7328], [0.0614, 0.1297, -3.4066], [-1.0066, 1.5182, -3.2249], [-1.2059, 4.0674, 1.1171], [-1.7026, 2.4479, 0.5349], [-3.3562, 2.4494, 1.2208], [-0.9129, 1.5198, 1.4342], [-1.2477, 4.0865, 2.2059], [-1.8562, 4.8248, 0.6794], [-0.1832, 4.2143, 0.7712], [-3.9569, 3.1875, 0.6886], [-3.3081, 2.6746, 2.2868], [-3.7530, 1.4526, 1.0317], [1.9151, -0.1597, 1.2154], [1.8294, 0.4559, 2.5446], [1.6934, -0.3074, 3.7128], [1.5318, 0.2817, 4.9518], [1.5078, 1.6710, 5.0683], [1.6647, 2.4532, 3.9186], [1.8227, 1.8547, 2.6887], [1.3255, 2.2867, 6.3521], [1.1795, 2.7778, 7.3838], [2.2510, -1.1983, 1.2614], [2.5874, 0.4110, 0.5723], [1.7019, -1.3887, 3.6309], [1.4220, -0.3283, 5.8400], [1.6591, 3.5329, 4.0066], [1.9282, 2.4640, 1.7981], [-1.3957, -4.8442, -0.3043], [-1.3119, -3.8518, 0.7593], [-2.1903, -3.8511, 1.7862], [-2.2363, -2.8463, 2.6796], [-1.4005, -1.7121, 2.4265], [-0.5575, -1.6963, 1.4088], [-0.4341, -2.7795, 0.5716], [0.4016, -2.8213, -0.3133], [-1.4870, -0.6346, 3.2179], [-1.7634, -5.7805, 0.1116], [-0.4068, -4.9878, -0.7267], [-2.0648, -4.4880, -1.0889], [-2.8490, -4.7076, 1.8437], [-2.9317, -2.8571, 3.5041], [-2.2767, -0.5690, 3.8349], [-1.1135, 0.2430, 2.8561], [3.0207, 3.6160, -3.8754], [3.2795, 3.0278, -2.5871], [4.3617, 3.5860, -1.8176], [1.9246, 2.9291, -1.6975], [1.5771, 1.6763, -1.4796], [0.5521, 1.3429, -0.8364], [2.4922, 0.6543, -2.0983], [2.3977, -0.7270, -2.0711], [3.3764, -1.4573, -2.7350], [4.4163, -0.8194, -3.4080], [4.5024, 0.5680, -3.4367], [3.5223, 1.2751, -2.7720], [1.5897, -1.2311, -1.5528], [3.3269, -2.5388, -2.7272], [5.1663, -1.4130, -3.9161], [5.3020, 1.0754, -3.9602]], "forces_ev_per_angstrom": [[-0.5270, -0.3459, -0.3030], [0.0050, -0.0329, 0.0092], [-0.0218, 0.0150, -0.0785], [-0.0294, -0.0051, 0.0223], [0.0233, 0.0203, 0.0004], [0.2835, 0.1005, 0.0902], [0.0182, -0.0062, 0.0135], [0.0041, 0.0060, 0.0030], [-0.0185, -0.0047, 0.0123], [0.0100, 0.0250, 0.0100], [-0.0077, -0.0104, 0.0115], [-0.0016, -0.0169, -0.0205], [-0.0005, 0.0001, 0.0082], [-0.0088, 0.0114, -0.0044], [0.0068, -0.0087, -0.0054], [0.0676, 0.0235, -0.0303], [0.1305, -0.0346, -0.0755], [0.0003, -0.0250, 0.0415], [-0.2117, 0.0776, 0.2791], [-0.0063, 0.0040, 0.0014], [0.0069, 0.0038, -0.0084], [-0.0089, -0.0004, -0.0059], [0.0123, 0.0112, 0.0073], [-0.0237, -0.0201, -0.0033], [0.0050, 0.0158, 0.0151], [0.0940, 0.1511, 0.0217], [0.0120, -0.0534, -0.0717], [-0.0228, -0.0146, 0.0474], [-0.0076, -0.0370, 0.0085], [-0.0230, 0.0181, 0.0672], [0.0038, 0.0361, -0.0275], [0.0223, 0.0454, 0.0169], [0.0491, -0.0435, -0.0964], [-0.0226, 0.0037, 0.0125], [-0.0346, -0.0126, 0.0065], [0.0083, -0.0175, 0.0256], [0.0063, 0.0042, 0.0047], [0.0002, -0.0028, -0.0052], [0.0009, -0.0056, -0.0083], [0.0017, 0.0036, 0.0088], [0.0178, 0.0151, 0.0416], [0.0070, -0.0057, -0.0292], [-0.0021, -0.0281, -0.0228], [0.0315, 0.0045, 0.0381], [-0.0611, -0.0310, -0.0697], [0.1238, -0.0466, 0.1661], [0.1093, -0.0090, 0.0559], [-0.0836, 0.0300, -0.0786], [-0.0558, 0.1911, -0.1511], [-0.0274, 0.0032, -0.0047], [0.0059, -0.0136, 0.0120], [0.0179, -0.0042, -0.0138], [0.0123, -0.0056, 0.0041], [0.0061, -0.0011, 0.0037], [0.0231, -0.0241, 0.0324], [-0.0174, -0.0458, 0.0102], [-0.0022, 0.0122, -0.0356], [-0.0183, -0.0344, 0.0250], [0.0175, 0.0106, 0.0057], [0.0033, 0.0299, -0.0069], [-0.0355, -0.0672, -0.0441], [0.0852, 0.1349, 0.0776], [0.0334, -0.0315, 0.0044], [-0.0176, -0.0093, -0.0340], [-0.0048, 0.0263, -0.0029], [-0.0072, -0.0090, 0.0105], [-0.0024, 0.0094, -0.0160], [0.0105, 0.0175, 0.0176], [0.0296, 0.0089, 0.0067], [0.0029, -0.0018, -0.0013], [0.0010, 0.0011, -0.0027], [0.0017, -0.0053, 0.0011]]}